# C108H195N13O29

19 unconnected molecules or ions with the total composition C108H195N13O29 at a distorted geometry (ωB97M-V/def2-TZVPD, the OMol25 dataset).

Properties
**Net charge**: +4
**Gap between HOMO and LUMO**: 1.01 eV
**HOMO energy**: -10.1302 eV
**LUMO energy**: -9.1 eV

Structure (XYZ):
```
345
Properties=species:S:1:pos:R:3:forces:R:3:lowdin_charge:R:1
C -14.497690 4.712960 -17.662450 -0.93 0.37 0.29 -0.0547
C -15.355890 5.981100 -17.687070 0.46 0.97 0.64 -0.2499
C -14.560220 7.295970 -17.839230 -0.41 0.82 -0.53 -0.1617
C -15.474970 8.528570 -18.024890 -0.71 -0.04 -1.21 -0.0721
N -15.571250 9.063310 -19.497410 0.42 -0.34 -1.30 -0.1300
C -14.184950 9.625800 -19.933650 -0.37 0.43 -0.76 -0.0789
C -14.437350 10.650380 -21.081900 -2.17 -0.73 0.71 -0.0915
C -15.891810 11.227350 -20.693530 1.62 0.03 0.23 -0.1256
C -16.456070 10.283470 -19.630090 -0.75 0.45 0.77 -0.1459
C -16.192990 8.017630 -20.555400 0.47 -0.56 1.98 -0.0568
C -15.270580 6.867170 -21.039580 0.10 2.06 0.42 -0.2261
C -16.028430 5.974290 -21.961410 -0.24 -1.04 -0.74 -0.0904
H -14.044370 4.660440 -16.672590 0.71 -0.05 -0.32 0.0696
H -13.805370 4.695620 -18.504170 0.29 -0.07 0.28 0.0788
H -15.132280 3.829150 -17.727930 -0.06 -0.03 -0.13 0.0696
H -15.781010 6.174440 -16.702190 -0.55 -0.66 0.12 0.0873
H -16.180630 5.966120 -18.399580 -0.01 -0.11 -0.18 0.0925
H -13.842860 7.232940 -18.657470 0.22 0.07 0.15 0.0997
H -14.032520 7.578040 -16.928150 0.40 -0.71 0.05 0.1077
H -15.209590 9.396010 -17.420560 0.39 0.12 -0.25 0.1149
H -16.498060 8.296370 -17.729120 -0.12 -0.10 -0.23 0.1053
H -13.458740 8.853980 -20.188620 -0.41 -0.20 0.03 0.1189
H -13.773140 10.190690 -19.097340 -0.33 -0.08 0.27 0.1276
H -14.684920 10.218100 -22.051400 0.82 -0.56 0.01 0.0993
H -13.587750 11.323200 -21.198560 -0.39 0.21 0.22 0.1185
H -16.524800 11.252510 -21.580550 0.07 0.03 0.05 0.1026
H -15.816970 12.232240 -20.277960 0.03 0.01 0.00 0.0808
H -17.498180 10.048170 -19.846310 0.21 -0.80 -0.11 0.1131
H -16.560590 10.728800 -18.640720 0.66 0.19 0.05 0.1107
H -16.606570 8.595330 -21.382030 0.58 0.14 -0.14 0.1291
H -17.076610 7.631200 -20.047460 0.04 0.10 0.36 0.0955
H -14.791490 6.211230 -20.312720 -0.35 0.57 0.57 0.0963
H -14.476180 7.467260 -21.483340 0.41 -0.77 -0.71 0.1061
H -16.252020 6.369060 -22.952500 0.14 0.12 0.04 0.0873
H -16.968430 5.626270 -21.533170 -0.19 0.28 0.24 0.0611
H -15.470050 5.043570 -22.061800 0.12 0.07 -0.43 0.0900
C -18.559410 3.342360 -17.155050 -0.59 -0.16 0.52 -0.0895
C -19.180290 4.347760 -16.134500 1.00 -0.32 -0.52 -0.2175
C -18.252070 4.927750 -15.058500 0.22 -0.47 0.34 -0.1645
C -19.055010 5.557880 -13.899190 0.62 -1.06 -0.01 -0.0931
N -18.177760 6.018990 -12.712240 -0.34 -1.17 0.86 -0.1571
C -17.558190 4.800310 -11.903330 -0.69 -1.01 -0.70 -0.0647
C -17.739560 5.060670 -10.419930 -1.34 1.72 -0.33 -0.0961
C -19.147780 5.823950 -10.406040 0.53 -1.16 0.07 -0.1276
C -19.076950 6.674360 -11.647700 0.59 0.64 -0.56 -0.0974
C -17.009560 6.860260 -13.134540 -0.59 0.80 0.57 -0.1030
C -17.397440 8.173310 -13.850270 -0.22 -1.39 0.03 -0.1906
C -16.221560 9.005440 -14.278710 0.59 1.73 -0.11 -0.0816
H -17.930800 3.746070 -17.948760 0.27 0.21 0.36 0.0569
H -19.387880 2.848530 -17.662840 -0.24 0.16 -0.19 0.0561
H -18.092520 2.492280 -16.657580 0.50 0.25 0.10 0.0806
H -19.934450 3.747220 -15.625880 -0.55 0.49 -0.09 0.1103
H -19.544850 5.194680 -16.715830 -0.77 -0.07 0.20 0.0941
H -17.493400 5.564580 -15.513440 -0.24 0.35 0.09 0.0935
H -17.686900 4.104990 -14.620610 0.18 -0.17 0.05 0.1220
H -19.664800 4.753390 -13.488050 0.04 -0.10 0.17 0.1094
H -19.806640 6.279180 -14.219970 0.58 0.73 0.10 0.1174
H -16.526610 4.589350 -12.185170 0.04 0.46 -0.30 0.1258
H -18.142020 3.931590 -12.207570 -0.10 0.01 -0.04 0.1320
H -16.934020 5.743780 -10.150580 -0.14 0.26 0.43 0.1130
H -17.693530 4.224060 -9.722750 -0.08 -0.24 -0.50 0.1227
H -19.340620 6.426680 -9.518560 0.49 0.17 0.07 0.0982
H -20.020590 5.171460 -10.429680 0.38 -0.65 -0.15 0.0893
H -18.557770 7.565360 -11.294630 -0.18 0.41 -0.75 0.1175
H -19.992010 6.877570 -12.204000 -0.10 0.42 0.62 0.1113
H -16.389140 6.168200 -13.703960 0.37 0.45 -0.11 0.1084
H -16.552740 7.079010 -12.169370 0.54 0.14 -0.20 0.1282
H -18.107810 8.783650 -13.292640 0.30 -0.04 0.60 0.0889
H -18.021360 7.899590 -14.701100 0.24 -0.15 -0.52 0.0921
H -15.759670 9.661240 -13.540680 -0.42 -0.22 0.93 0.0701
H -16.592150 9.766900 -14.964960 0.18 -0.17 -0.57 0.0548
H -15.302390 8.582770 -14.684390 -0.53 -0.90 -0.52 0.0562
C -25.635930 3.505290 -22.882820 0.82 -0.60 -0.45 -0.0892
C -25.782450 4.934830 -22.426810 -1.22 -0.44 -0.23 -0.2561
C -25.712620 4.968820 -20.933030 0.19 -0.81 2.20 -0.1959
C -26.843890 4.301800 -20.055230 -0.33 1.18 0.21 -0.0492
N -26.795220 4.699500 -18.519190 0.16 0.49 0.42 -0.1598
C -27.987290 4.020410 -17.788350 -0.66 0.56 0.19 -0.0581
C -29.093960 5.127980 -17.426160 2.53 -0.95 -0.54 -0.0929
C -28.158680 6.372700 -17.240760 -1.26 -0.87 -0.80 -0.1459
C -26.971170 6.211390 -18.207040 -0.62 0.44 -0.06 -0.0818
C -25.475870 4.298490 -17.847930 0.72 -1.87 -1.04 -0.1350
C -25.144300 2.817490 -18.007600 -1.15 -1.70 0.81 -0.2335
C -23.789370 2.375790 -17.434430 0.23 0.98 -0.08 -0.0676
H -25.593050 3.461580 -23.971100 -0.22 -0.31 0.06 0.0902
H -26.278130 2.724410 -22.475500 -0.69 0.44 -0.18 0.0833
H -24.665530 3.175570 -22.511740 0.41 -0.06 -0.23 0.0725
H -26.698660 5.408130 -22.779850 -0.06 0.01 -0.17 0.1199
H -24.945580 5.463280 -22.883430 -0.04 0.35 0.29 0.0941
H -25.452080 5.958250 -20.557200 -0.22 0.12 0.17 0.1099
H -24.893540 4.293490 -20.685800 0.58 0.37 0.15 0.0775
H -26.820550 3.212680 -20.092150 0.37 0.15 0.16 0.1126
H -27.865520 4.531600 -20.357820 0.01 0.50 -0.07 0.1342
H -27.610040 3.556930 -16.876770 0.13 0.00 -0.22 0.1252
H -28.358720 3.260310 -18.475650 -0.05 -0.03 0.32 0.1254
H -29.533290 4.985330 -16.438870 -0.27 -0.64 -0.40 0.1130
H -29.825700 5.043080 -18.229560 -0.09 0.91 0.18 0.1136
H -27.927410 6.326580 -16.176580 0.63 0.25 -0.19 0.0890
H -28.733320 7.279960 -17.427200 0.31 0.17 -0.03 0.1186
H -26.080280 6.675660 -17.784110 0.33 -0.69 0.00 0.1196
H -27.156130 6.782500 -19.116830 -0.21 -0.45 -0.24 0.1263
H -25.533220 4.490650 -16.776530 0.21 0.78 -0.26 0.1298
H -24.614080 4.700120 -18.380960 -0.41 1.40 0.45 0.1099
H -25.289010 2.439920 -19.019830 0.36 0.28 -0.22 0.1031
H -25.880610 2.249230 -17.439240 -0.29 -0.18 0.05 0.1057
H -23.568490 1.309540 -17.483690 -0.44 0.04 -0.33 0.0864
H -23.711740 2.649790 -16.382290 -0.04 0.15 0.02 0.0801
H -22.999900 2.916380 -17.956550 0.26 -0.05 0.06 0.0611
C -22.457020 4.275370 -12.265780 1.92 0.51 0.39 -0.0726
C -23.315270 5.274400 -11.513870 -1.10 -1.46 -1.26 -0.2570
C -22.845880 5.589930 -10.135330 0.94 0.30 0.01 -0.2115
C -23.906450 6.310690 -9.366840 1.23 -0.11 2.22 -0.0707
N -23.308140 6.806600 -7.961280 -0.79 -0.11 -0.03 -0.1605
C -22.834880 5.666720 -6.971600 -0.14 -0.53 -1.11 -0.0445
C -24.104700 4.999720 -6.350150 1.91 1.18 -0.81 -0.1085
C -25.129800 6.153970 -6.389730 0.18 -0.88 -0.72 -0.1340
C -24.528600 7.326110 -7.164810 1.02 0.78 -0.35 -0.1155
C -22.165900 7.884410 -8.114570 -1.76 0.21 0.00 -0.0574
C -22.576460 9.025330 -9.113470 -0.26 -0.48 0.44 -0.2202
C -21.680010 10.247140 -9.056370 0.78 -0.28 0.73 -0.1004
H -22.341800 3.343670 -11.711910 -0.41 -0.18 -0.19 0.0968
H -21.453850 4.700140 -12.229500 0.45 -0.02 -0.12 0.0376
H -22.621900 4.123680 -13.332510 -0.70 0.01 0.22 0.0776
H -24.276640 4.760860 -11.501010 -0.61 0.55 0.22 0.1190
H -23.381430 6.199080 -12.087190 -0.23 0.05 -0.10 0.0921
H -21.964740 6.211740 -10.293590 0.10 0.42 0.34 0.0987
H -22.452890 4.742140 -9.574180 -0.37 -0.34 -0.17 0.1293
H -24.726440 5.641340 -9.106700 -0.01 0.03 0.04 0.1372
H -24.311250 7.178480 -9.887590 0.15 0.10 0.21 0.1156
H -22.213680 6.081330 -6.177680 0.13 0.47 -0.38 0.1376
H -22.214720 5.036520 -7.609050 0.06 -0.23 0.56 0.1177
H -23.852580 4.713480 -5.329070 -0.08 -0.23 -0.22 0.1296
H -24.361200 4.124430 -6.946950 -0.31 0.08 0.28 0.1202
H -25.363510 6.441200 -5.364550 -0.60 0.05 -0.39 0.1271
H -25.920160 5.696240 -6.984630 -0.78 0.68 0.62 0.1125
H -24.141800 8.116990 -6.522160 0.06 -0.20 0.31 0.1256
H -25.182120 7.855750 -7.857990 -0.24 -0.36 -0.02 0.1171
H -21.178460 7.462340 -8.301470 -0.30 -0.50 -0.14 0.1180
H -22.174620 8.227070 -7.079870 0.48 0.50 -0.15 0.1241
H -23.567680 9.362500 -8.810300 -0.27 -0.10 -0.09 0.1020
H -22.650520 8.684120 -10.146040 0.08 -0.35 0.01 0.0919
H -21.679890 10.568300 -8.014760 0.12 0.37 0.03 0.0661
H -21.955750 11.086530 -9.694730 -0.38 -0.20 -0.08 0.0657
H -20.648720 10.011950 -9.319480 0.07 -0.09 -0.07 0.0757
C -13.257720 3.280450 -9.246250 -0.10 1.63 1.09 -0.1139
C -13.943430 2.479090 -8.147970 -0.28 0.19 1.01 -0.2164
C -13.623960 2.922290 -6.611110 0.74 -1.26 -1.76 -0.1493
C -14.812200 2.434700 -5.759280 0.53 1.14 1.29 -0.0409
N -14.733520 2.656810 -4.167700 1.99 2.03 -0.46 -0.1676
C -13.722960 3.853880 -3.787400 -0.03 -0.98 0.58 -0.0460
C -12.295900 3.214920 -3.627010 -0.97 0.80 -0.95 -0.1532
C -12.538620 1.723380 -3.555370 -0.15 -0.63 1.12 -0.1534
C -14.060140 1.538050 -3.427670 0.07 -0.46 -1.71 -0.1021
C -16.118150 2.957770 -3.616240 0.21 0.61 -0.60 -0.1453
C -17.126240 1.916780 -4.010630 -1.24 0.36 0.35 -0.2280
C -18.335790 1.966450 -3.034280 1.14 0.02 -0.07 -0.0709
H -13.699860 4.261650 -9.073440 0.11 0.61 -0.31 0.0492
H -13.473910 3.080290 -10.295680 0.10 -0.69 0.23 0.0765
H -12.197620 3.450770 -9.058440 0.21 -0.46 -0.28 0.0674
H -13.792830 1.413270 -8.319570 -0.07 -0.07 0.48 0.1104
H -15.004380 2.708580 -8.247020 -0.23 -0.44 -0.15 0.0927
H -13.423030 3.993030 -6.575870 -0.76 0.24 0.02 0.0960
H -12.637010 2.525640 -6.373010 -0.14 -0.56 0.30 0.0944
H -15.063770 1.381260 -5.882090 0.10 0.15 -0.17 0.1363
H -15.619110 3.081750 -6.103270 -0.45 -0.32 0.42 0.1111
H -14.080540 4.170680 -2.807660 -0.11 0.16 -0.17 0.1241
H -13.743030 4.718020 -4.451450 -0.56 -0.31 -0.07 0.0937
H -11.748800 3.618150 -2.774830 -0.32 0.02 0.07 0.1175
H -11.706470 3.448910 -4.513530 0.07 0.04 0.02 0.0891
H -12.172450 1.322740 -2.610110 0.41 -0.08 -0.13 0.1164
H -12.010050 1.188130 -4.344180 -0.52 -0.10 -0.13 0.1148
H -14.335820 1.583760 -2.374100 -0.30 -0.01 -0.24 0.1442
H -14.434850 0.652500 -3.940990 0.16 -0.39 0.68 0.1276
H -16.349780 3.960860 -3.974390 -0.36 -0.08 -0.18 0.1261
H -16.094680 3.037940 -2.529440 0.63 -0.18 0.09 0.1347
H -16.629160 0.946980 -4.032720 -0.41 -0.24 -0.08 0.1080
H -17.659920 2.140570 -4.934320 0.89 -0.03 -0.50 0.0997
H -18.070850 1.514360 -2.078500 -0.33 -0.47 -0.04 0.0728
H -19.161010 1.504140 -3.575920 -0.19 -0.03 0.67 0.0832
H -18.546030 3.009250 -2.796640 -0.29 0.02 -0.40 0.0684
C -17.010650 9.824760 -6.504140 -0.96 0.66 -0.36 -0.0104
C -17.230640 11.351410 -6.725170 -0.58 -1.39 -0.06 -0.2676
C -18.741860 11.724110 -6.814370 1.54 -0.85 0.37 -0.2037
O -18.925580 13.080730 -7.083470 -0.47 0.20 -0.11 -0.1734
C -20.316510 13.409710 -6.902650 1.11 0.86 -0.61 -0.0655
N -16.676450 12.037620 -5.513320 0.26 0.57 -0.10 0.2331
H -15.675550 11.908840 -5.472000 0.50 0.17 -0.11 0.1691
H -16.905090 13.017800 -5.597460 0.16 0.67 0.03 0.1617
H -16.996210 11.744610 -4.601170 -0.65 -0.72 0.34 0.1780
H -16.034460 9.563320 -6.095720 -0.09 0.17 0.15 0.0570
H -17.158310 9.247100 -7.416610 0.07 0.29 -0.20 0.0926
H -17.788740 9.482980 -5.821600 0.27 -0.26 0.34 0.0957
H -16.644220 11.714540 -7.569180 -0.24 0.16 -0.16 0.1306
H -19.159400 11.500760 -5.832600 -0.27 -0.26 0.27 0.1323
H -19.209430 11.049280 -7.531370 -0.05 0.12 -0.28 0.1215
H -20.914910 12.891880 -7.652240 -0.24 -0.54 0.42 0.0713
H -20.412810 14.461570 -7.171730 0.11 0.11 0.31 0.0853
H -20.577450 13.273900 -5.853100 -0.46 -0.25 -0.17 0.1024
C -19.815990 4.924630 -20.287570 -0.33 1.09 -0.52 0.0012
C -21.028740 5.830220 -20.746600 0.24 -1.16 0.17 -0.2325
C -22.199420 4.943710 -21.339110 0.56 0.48 1.28 -0.2230
O -21.711160 4.085840 -22.309070 -0.20 0.18 -1.28 -0.1614
C -21.738670 4.706300 -23.616850 0.58 -0.01 0.22 -0.0459
N -21.481560 6.695610 -19.586390 -0.48 -1.49 -1.29 0.2407
H -21.818570 6.112280 -18.833890 -0.27 -0.40 1.40 0.0952
H -20.715080 7.252580 -19.236530 0.81 0.85 0.47 0.1125
H -22.283570 7.235820 -19.878040 -0.01 0.63 0.06 0.1621
H -18.992670 5.570570 -19.982600 0.09 0.14 -0.12 0.0628
H -19.485800 4.301810 -21.118940 -0.11 0.16 -0.04 0.0903
H -19.964510 4.259760 -19.436690 -0.75 0.12 -0.02 0.0690
H -20.760510 6.573970 -21.496920 0.49 -0.32 -0.13 0.1406
H -23.040130 5.534680 -21.702490 0.04 0.45 -0.21 0.1026
H -22.624640 4.338290 -20.538630 0.20 -0.21 0.26 0.1219
H -21.300900 4.056170 -24.374340 -0.14 -0.32 0.39 0.1036
H -21.115150 5.600310 -23.608780 -0.01 0.22 0.01 0.0852
H -22.744710 4.984010 -23.931260 -0.17 -0.11 0.18 0.0822
C -12.460870 9.718440 -14.660940 0.62 1.22 -0.92 0.0136
N -12.438700 9.323980 -13.273440 1.05 -0.93 1.28 -0.0719
C -12.684890 8.041990 -12.935550 -1.02 0.62 2.15 0.0649
C -12.641280 7.655380 -11.554490 -0.62 0.07 -0.97 0.0917
C -12.285090 8.540870 -10.523020 -0.47 -0.35 -1.92 -0.1400
C -11.846000 9.769900 -10.993380 0.44 1.06 -0.84 0.0349
C -11.940060 10.164000 -12.340670 0.20 -0.90 1.42 0.0294
C -12.321420 8.239470 -9.065140 -0.52 0.05 0.91 -0.1013
C -13.223120 8.902070 -8.166450 1.06 -0.16 -2.81 0.0630
C -13.082550 8.740890 -6.841190 0.63 -1.16 1.93 0.0130
N -12.044820 7.988100 -6.321920 -0.71 1.80 -0.81 -0.0501
C -11.217000 7.364890 -7.163710 -0.50 -1.00 1.36 0.0040
C -11.434510 7.326120 -8.520000 0.23 0.58 -0.75 0.0502
C -11.830750 7.911670 -4.824570 -0.52 -0.68 -1.20 0.0635
H -11.595990 9.350830 -15.213170 -0.02 -0.57 0.26 0.1212
H -12.295920 10.795680 -14.639990 -0.66 -0.02 -0.39 0.0942
H -13.379540 9.448080 -15.181570 0.04 0.21 0.36 0.0790
H -13.149850 7.468760 -13.723980 0.32 -0.87 0.17 0.1275
H -13.024800 6.673210 -11.320710 0.12 -0.26 -0.20 0.1245
H -11.325220 10.444650 -10.330130 -0.31 0.29 0.10 0.1345
H -11.530770 11.111990 -12.657240 -0.29 0.03 -0.13 0.1470
H -13.943800 9.521020 -8.680190 -0.46 0.32 0.38 0.1123
H -13.778270 9.089130 -6.092120 0.02 0.20 -0.04 0.1246
H -10.470530 6.799090 -6.626060 0.32 -0.18 -0.41 0.1531
H -10.871550 6.693450 -9.190230 0.41 0.01 0.24 0.1421
H -12.143190 6.884610 -4.635780 0.22 0.15 0.78 0.0954
H -12.534690 8.572930 -4.319300 0.20 -0.11 -0.06 0.0988
H -10.779850 8.119670 -4.623450 -0.21 -0.04 0.09 0.1103
C -22.704230 15.940020 -10.413990 0.58 0.18 0.64 0.0200
N -23.178590 14.845960 -11.258220 -0.57 0.42 -0.79 -0.1002
C -24.466500 14.426340 -11.091700 1.50 -1.47 -0.32 0.0261
C -24.798990 13.208000 -11.656010 -1.08 0.70 0.77 0.0236
C -23.934690 12.429640 -12.431370 -2.12 -0.70 -0.41 -0.1117
C -22.706010 12.969200 -12.680860 1.54 1.45 -0.39 0.0593
C -22.339040 14.224250 -12.131520 -0.82 -2.03 1.08 0.0414
C -24.503860 11.122170 -12.987500 -0.33 1.00 0.82 -0.0870
C -25.886270 11.012250 -13.277010 1.03 1.46 -0.45 0.0130
C -26.437730 9.828980 -13.631190 0.86 -0.70 0.33 -0.0037
N -25.642400 8.725970 -13.664710 0.04 -1.01 0.61 -0.0465
C -24.294580 8.755020 -13.370910 -2.23 0.56 -0.99 0.0561
C -23.751350 9.971700 -13.042350 1.13 -0.33 0.81 0.0479
C -26.258100 7.391720 -13.988580 0.70 0.75 -0.91 0.0273
H -21.937030 15.497030 -9.778950 0.04 0.23 0.16 0.1029
H -23.506000 16.312320 -9.776290 0.02 -0.14 -0.19 0.1065
H -22.265290 16.788530 -10.938830 -0.16 -0.26 -0.38 0.1131
H -25.063170 14.937750 -10.350860 -0.13 0.13 -0.28 0.1462
H -25.784910 12.855090 -11.391800 -0.10 -0.15 -0.16 0.1265
H -22.015930 12.461740 -13.338650 0.46 -0.17 -0.08 0.1072
H -21.302990 14.526680 -12.092420 -0.08 0.38 -0.43 0.1329
H -26.479730 11.908870 -13.378300 -0.20 -0.01 0.32 0.1307
H -27.499690 9.775080 -13.820200 0.07 -0.52 -0.21 0.1488
H -23.781530 7.817820 -13.528550 0.27 -0.09 0.11 0.1143
H -22.746580 9.976680 -12.646360 0.39 0.04 -0.41 0.1164
H -27.330040 7.423380 -13.793510 0.25 -0.08 0.18 0.1013
H -25.700450 6.575360 -13.529580 -0.22 0.25 0.32 0.0929
H -26.035590 7.279370 -15.049690 -0.32 -0.30 -0.08 0.0779
C -17.266550 17.061420 -21.256510 1.12 -1.17 -0.03 0.0533
N -17.482800 16.457930 -19.900610 -0.27 -0.18 -0.27 -0.0938
C -17.127080 15.180130 -19.701330 -0.10 -0.96 1.56 0.0351
C -17.139010 14.556430 -18.406270 -0.35 2.59 -1.85 0.0987
C -17.595280 15.362420 -17.328690 -0.05 -1.06 -0.68 -0.0795
C -18.017140 16.687560 -17.604870 0.70 0.24 -0.62 0.0554
C -17.921780 17.216290 -18.890110 0.10 -0.64 0.14 0.0127
C -17.674250 14.735630 -15.958400 0.08 1.92 0.37 -0.1387
C -17.886410 13.408080 -15.721070 0.28 -2.25 1.45 0.0775
C -17.942390 12.848440 -14.384660 -0.14 2.98 -0.88 0.1113
N -17.954260 13.750960 -13.333330 0.24 -1.35 -1.87 -0.0575
C -17.634730 15.043670 -13.561910 -0.53 -0.06 -0.46 0.0089
C -17.506950 15.571950 -14.850890 0.32 -0.54 1.58 0.0389
C -18.238330 13.203640 -11.963940 0.56 0.35 -0.89 0.0442
H -17.569440 18.104090 -21.352380 -0.11 -0.33 0.28 0.1131
H -17.649050 16.406580 -22.039440 -0.72 0.22 0.24 0.1100
H -16.193330 16.928420 -21.392930 0.14 0.73 -0.08 0.1142
H -16.859400 14.658080 -20.608080 0.29 -0.21 0.14 0.1406
H -16.704590 13.569200 -18.351050 -0.03 -0.19 0.43 0.1019
H -18.293740 17.431030 -16.871960 -0.27 -0.44 0.42 0.1277
H -18.167000 18.207170 -19.242830 -0.17 0.24 0.79 0.1478
H -17.916390 12.745400 -16.573320 -0.17 -0.44 0.20 0.1216
H -17.975800 11.803490 -14.113830 -0.32 -0.06 -0.25 0.1342
H -17.528220 15.603520 -12.644510 0.07 0.38 -0.20 0.1391
H -17.161240 16.593030 -14.916310 -0.18 0.08 -0.16 0.1297
H -19.276190 12.871690 -11.936320 0.14 -0.21 -0.08 0.0745
H -18.041420 13.995700 -11.241470 0.20 -0.31 0.03 0.1036
H -17.553470 12.358600 -11.893420 -0.24 0.11 0.77 0.0909
O -22.279380 7.303510 -15.514740 0.46 0.33 0.26 0.0572
C -22.966430 6.273420 -16.042480 -2.39 0.06 2.31 -0.8339
O -22.628500 5.793340 -17.105770 1.20 -0.85 -2.85 -0.0070
O -23.957910 5.941530 -15.347390 -0.52 -0.06 0.25 -0.0552
H -21.523490 7.398760 -16.098820 0.93 0.63 -0.40 0.0387
O -13.688260 13.678940 -15.844660 -0.13 0.68 0.95 0.0709
C -14.356010 12.575800 -16.258710 1.12 0.40 -2.60 -0.9468
O -14.484390 12.471740 -17.458070 -1.44 -0.43 -3.35 -0.0103
O -14.613680 11.778390 -15.378720 -1.41 -2.19 2.65 -0.0252
H -13.795460 13.270950 -14.982310 1.14 1.50 2.11 0.0665
O -15.491800 6.873360 -5.158200 0.67 -1.35 -1.97 0.0310
C -15.352030 7.438510 -3.937190 1.24 0.28 2.30 -0.8906
O -14.370300 7.069860 -3.250660 0.32 -0.39 -1.03 -0.0556
O -16.176130 8.287140 -3.630090 -1.52 1.66 -0.10 -0.0270
H -16.375450 7.042330 -5.493190 -0.34 0.10 0.22 0.0804
O -20.669270 8.925110 -13.738400 0.44 -2.14 0.99 0.0627
C -20.419880 10.213780 -13.635240 -1.17 2.96 0.20 -0.8681
O -20.726840 10.863080 -14.684380 0.89 0.52 0.35 -0.0562
O -20.097940 10.696790 -12.512600 0.14 -0.52 -0.58 -0.0551
H -20.782810 8.791810 -14.682290 -0.25 -0.44 -0.68 0.0597
O -20.908550 1.595450 -6.551710 0.40 1.14 -0.44 0.0440
C -20.751100 0.254160 -6.482980 -5.62 -1.92 2.09 -0.9162
O -21.776090 -0.371780 -6.099660 0.35 0.11 -0.21 -0.0026
O -19.680800 -0.186380 -6.775980 3.84 -1.22 -1.13 0.0342
H -20.001600 1.597710 -6.866420 1.02 2.17 -0.42 0.0641
O -16.824340 9.465290 -10.923880 -0.81 0.06 0.17 0.0738
C -16.139370 10.522410 -10.442920 6.19 1.06 -1.22 -0.8674
O -16.709280 11.462980 -9.920470 -3.17 1.24 1.50 -0.0268
O -14.892040 10.587040 -10.677850 -0.43 -1.65 0.17 -0.0579
H -17.636730 9.966790 -10.823290 -1.81 -0.96 -0.34 0.0802
O -17.639670 4.513950 -6.798290 0.57 0.03 -1.29 0.0679
C -18.558350 5.052130 -5.987060 -1.60 -1.65 6.64 -0.8968
O -19.230980 5.997860 -6.403490 -0.90 2.16 -2.62 -0.0590
O -18.687260 4.588160 -4.833050 0.79 -0.31 -0.82 -0.0082
H -17.978270 5.155680 -7.426890 1.10 0.09 -2.35 0.0493
O -13.391860 2.908900 -13.940630 -0.84 -1.84 0.70 0.1054
C -13.229350 4.200820 -14.031550 0.28 4.01 -0.58 -0.9402
O -12.207690 4.541990 -14.662490 1.19 0.18 -0.60 -0.0630
O -14.029370 5.031080 -13.570680 -1.97 0.39 1.21 -0.0735
H -12.544930 2.823570 -14.384510 0.88 -2.02 -0.54 0.0948
O -18.653150 9.977290 -16.904890 -0.06 -1.86 -1.08 0.0481
C -19.173400 8.765730 -17.404730 -0.69 -0.57 -2.17 -0.7232
O -20.003660 8.206190 -16.665240 -0.11 -0.04 1.16 -0.0314
O -18.908870 8.338770 -18.569180 0.51 1.14 0.81 -0.0549
H -19.145260 9.883630 -16.085960 -0.23 1.18 1.04 0.0476
```
Positions in Å, forces in eV/Å.